26
Properties=species:S:1:pos:R:3:lowdin_charge:R:1 method="wB97M-V/def2-TZVPD" de_lowest_kj_mol=97.4 lumo_energy_ev=1.00 gap_ev=10.06 homo_energy_ev=-9.06 total_charge=0
C -1.06834 -1.67587 2.80359 -0.068
C -0.36961 -0.73659 1.87308 -0.288
C 1.01142 -0.64646 1.99937 -0.047
C 1.61854 0.50595 1.48625 -0.098
C 0.92500 1.53857 0.90636 -0.086
C -0.43204 1.33137 0.56441 -0.106
C -1.06716 0.23911 1.14856 -0.068
H -2.10202 -1.36665 3.03367 0.078
H -0.76322 -1.60964 3.86335 0.086
H -1.06537 -2.70777 2.45326 0.079
H 1.55885 -1.44241 2.48449 0.113
H 2.69202 0.56899 1.59976 0.100
H 1.46830 2.36321 0.47218 0.102
H -1.13923 2.08564 0.24799 0.102
H -2.13857 0.13623 1.03103 0.113
C 0.14849 -1.10900 -1.91670 -0.115
C 0.63509 0.18272 -2.55441 -0.311
C -0.42935 1.29626 -2.65373 -0.114
H -0.69455 -0.93640 -1.24800 0.050
H 0.90728 -1.45217 -1.21477 0.065
H -0.14125 -1.82151 -2.69604 0.073
H 1.45487 0.60297 -1.95788 0.086
H 1.07835 -0.00170 -3.53207 0.094
H -1.25167 0.95560 -3.30809 0.077
H -0.88731 1.56546 -1.72609 0.018
H 0.05150 2.13411 -3.15959 0.069

=====

26
Properties=species:S:1:pos:R:3:lowdin_charge:R:1 method="wB97M-V/def2-TZVPD" de_lowest_kj_mol=308.9 lumo_energy_ev=0.96 gap_ev=9.68 homo_energy_ev=-8.72 total_charge=0
C 1.86090 1.67701 -1.05249 -0.066
C 0.64438 0.99621 -1.56291 -0.309
C 0.54457 -0.39563 -1.27321 -0.096
C -0.69849 -1.01671 -1.45955 -0.137
C -1.84324 -0.21892 -1.85445 -0.087
C -1.63037 1.11257 -2.23270 -0.121
C -0.43163 1.72569 -2.03489 -0.103
H 2.65949 0.94533 -0.82993 0.083
H 1.41279 2.16740 -0.04415 0.134
H 2.16103 2.56355 -1.54193 0.050
H 1.46125 -0.99615 -1.00183 0.119
H -0.81201 -2.14390 -1.69165 0.141
H -2.83731 -0.73226 -1.93724 0.107
H -2.37213 1.85216 -2.84026 0.152
H -0.20432 2.73376 -2.35957 0.112
C -0.38948 -0.29002 3.20272 -0.169
C 0.47133 -0.66754 2.11108 -0.385
C -0.05334 -1.82130 1.25058 -0.146
H -1.16713 0.52752 2.95910 0.097
H 0.30285 0.08946 3.89655 0.044
H -1.18492 -1.13056 3.49686 0.121
H 0.74320 0.18871 1.40023 0.100
H 1.60942 -0.79858 2.46078 0.144
H -0.96640 -1.64818 0.56252 0.077
H 0.92032 -1.95933 0.61137 0.080
H -0.20075 -2.76031 1.76498 0.058

=====

26
Properties=species:S:1:pos:R:3:lowdin_charge:R:1 method="wB97M-V/def2-TZVPD" de_lowest_kj_mol=227.3 lumo_energy_ev=0.98 gap_ev=9.81 homo_energy_ev=-8.83 total_charge=0
C 0.09911 -2.45720 2.27110 -0.078
C 0.44427 -1.97147 0.80296 -0.183
C 0.62096 -0.49099 0.87630 -0.253
C 1.66682 0.05364 1.64322 -0.061
C 1.76497 1.41525 1.79973 -0.084
C 0.84514 2.31547 1.18169 -0.052
C 0.04620 1.70148 0.20440 -0.077
C -0.09143 0.32414 0.01820 -0.053
H -0.36364 -3.48363 2.30082 0.086
H -0.51957 -1.73572 2.72121 0.058
H 0.94994 -2.56254 2.87767 0.039
H 1.32129 -2.38884 0.26552 0.124
H -0.36863 -2.37502 0.24279 0.086
H 2.32834 -0.65301 2.04689 0.098
H 2.34620 1.70694 2.73185 0.122
H 0.64590 3.25840 1.59337 0.080
H -0.57640 2.17340 -0.50505 0.058
H -0.91204 -0.03754 -0.49462 0.051
C -1.69146 0.04311 -2.75776 -0.176
C -0.87117 1.31885 -2.93036 -0.158
H -2.77159 0.17998 -2.52200 0.070
H -1.76786 -0.52889 -3.73743 0.071
H -1.22957 -0.78406 -2.04617 0.083
H 0.06302 1.19576 -2.47452 0.035
H -1.38210 2.10394 -2.27531 0.089
H -0.59668 1.67855 -3.83452 0.027

=====

33
Properties=species:S:1:pos:R:3:lowdin_charge:R:1 method="wB97M-V/def2-TZVPD" lumo_energy_ev="-10.24 / -10.00" gap_ev="4.64 / 5.01" homo_energy_ev="-14.89 / -15.01" total_charge=+2
C 2.20217 -0.74501 -0.64175 -0.573
I 2.41298 1.36137 -0.85857 0.880
H 1.14842 -0.75742 -0.91680 -0.143
H 2.38457 -1.11871 0.37868 0.003
H 2.67857 -1.41961 -1.42782 0.063
Al -2.06573 -0.18829 0.80248 0.656
P -0.46764 0.28250 -2.41280 0.771
C 0.79840 0.62988 -3.72383 -0.306
C -1.28153 -1.08263 -3.32897 -0.268
H -2.47683 1.58981 -2.20247 0.021
H -1.93254 1.58971 -3.92172 0.074
H -1.08875 2.60831 -2.70119 0.057
C -1.60615 1.65336 -2.86960 -0.273
H -2.18280 -1.36550 -2.77146 0.012
H -1.52926 -0.76427 -4.35452 0.070
H 0.34940 0.54586 -4.72773 0.074
H 1.61209 -0.09829 -3.61788 0.040
H -0.58378 -1.93208 -3.36411 0.060
H 1.21149 1.63629 -3.56906 0.013
C 4.53433 0.38174 1.30120 -0.094
O 5.31082 -0.11458 0.63995 0.027
Cl -3.85818 -0.82615 -0.32603 0.295
Br -2.09181 -2.89773 5.22840 0.848
C -1.03294 -1.52664 4.35778 -0.567
C 0.02960 -0.86353 4.99766 -0.011
C 0.67214 0.11670 4.28852 0.004
C 0.26310 0.43866 2.99758 -0.018
N -0.84532 -0.17088 2.41329 -0.025
C -1.43662 -1.21479 3.08419 -0.193
H 0.30202 -1.09549 6.05260 0.158
H 1.53368 0.65424 4.73526 0.157
H 0.76661 1.21502 2.42691 0.124
H -2.17521 -1.73413 2.59423 0.062

=====

40
Properties=species:S:1:pos:R:3:lowdin_charge:R:1 method="wB97M-V/def2-TZVPD" de_lowest_kj_mol=377.7 lumo_energy_ev="-3.70 / -3.79" gap_ev="5.55 / 5.45" homo_energy_ev="-9.25 / -9.24" total_charge=0
Pt 2.20756 0.72512 -0.75908 0.721
F 3.20076 2.27092 1.65923 -0.390
Te 4.52386 0.96462 1.10363 1.789
F 5.60936 -0.62918 1.07452 -0.391
F 4.79196 0.74032 2.99402 -0.382
F 5.88786 2.26572 1.41562 -0.370
F 3.02216 -0.23488 1.65252 -0.485
O 4.53156 1.25092 -0.62597 -0.583
Br -4.37094 2.82402 -0.71287 0.738
C -4.37404 0.96362 -0.38217 -0.736
C -5.58834 0.29102 -0.35597 -0.122
C -5.62714 -1.07238 -0.12677 -0.071
C -4.44934 -1.76228 0.11193 -0.076
C -3.24124 -1.08708 0.09703 -0.165
C -3.18634 0.27532 -0.16247 -0.657
I -1.30814 1.30132 -0.21607 1.043
H -6.49974 0.84352 -0.52677 0.104
H -6.57464 -1.59128 -0.11037 0.111
H -4.46324 -2.82608 0.29933 0.108
H -2.32754 -1.62988 0.29833 0.062
B 1.81296 5.19562 -0.51217 -0.391
C 1.73226 3.70162 -0.72588 -0.188
N 1.59656 2.55032 -0.84348 -0.164
H 2.71716 5.42282 0.23773 0.028
H 0.77146 5.56942 -0.08957 0.016
H 2.19656 5.71002 -1.52027 0.015
C 0.88076 -3.87358 -0.13787 -0.246
As 0.98866 -1.92578 -0.33387 0.733
C 0.41596 -1.41678 1.46872 -0.269
C -0.21344 -1.67078 -1.86977 -0.283
S 2.94606 -1.45108 -1.02038 0.249
H -0.15364 -4.18558 0.01873 0.042
H 1.48426 -4.18108 0.71873 0.044
H 1.27426 -4.35368 -1.03607 0.040
H -0.58924 -1.78528 1.66472 0.033
H 0.47796 -0.34588 1.65032 -0.014
H 1.12176 -1.92118 2.13492 0.049
H -1.26294 -1.80668 -1.62198 0.014
H 0.08976 -2.43158 -2.59578 0.045
H -0.05154 -0.68438 -2.31438 -0.004